(1)
Entry from the OMol25 dataset: a cluster of 2 separate species, C5H11N3 in total at a distorted geometry (ωB97M-V/def2-TZVPD).

Computed properties:
**Lowest unoccupied orbital energy (spin up / spin down)**: 0.376 / 0.372 eV
**HOMO-LUMO gap (spin up / spin down)**: 7.295 / 7.293 eV
**Spin multiplicity**: 1
**SMILES**: CC=C=N.C=CNN

Geometry (Å):
C 0.16 -2.05 0.76
C -0.74 -0.85 0.58
C -1.16 -0.54 -0.72
N -2.12 -0.70 -1.48
H 0.02 -2.74 -0.07
H -0.04 -2.62 1.66
H 1.21 -1.75 0.71
H -1.37 -0.62 1.43
H -2.31 0.03 -2.16
C 2.06 0.42 -0.79
C 0.74 0.85 -0.71
N 0.29 1.20 0.63
N -0.76 2.12 0.87
H 2.66 0.39 0.11
H 2.34 -0.30 -1.54
H 0.32 1.46 -1.52
H 0.94 1.11 1.40
H -0.64 2.93 0.26
H -1.63 1.65 0.60

(2)
Entry from the OMol25 dataset: a cluster of 2 separate species, C2H2NO4 in total at a distorted geometry (ωB97M-V/def2-TZVPD).

Computed properties:
**Charge**: -1
**Lowest unoccupied orbital energy**: 3.733 eV
**HOMO-LUMO gap**: 9.259 eV
**Spin multiplicity**: 1

Geometry (Å):
C -2.36 0.14 0.06
C 1.69 -0.73 -0.07
N -1.42 0.43 -0.57
O 0.99 0.73 -0.09
O -3.40 -0.10 0.60
O 2.49 -0.88 0.82
O 1.27 -1.35 -0.97
H -0.40 0.57 -0.49
H 1.13 1.18 0.70

(3)
Entry from the OMol25 dataset: a structure of composition H2N2O4S at a distorted geometry (ωB97M-V/def2-TZVPD).

Computed properties:
**Lowest unoccupied orbital energy**: 0.604 eV
**HOMO-LUMO gap**: 11.119 eV
**Spin multiplicity**: 1

Geometry (Å):
N 3.11 -2.16 -1.17
N 2.32 -2.26 -0.40
O 3.94 -2.06 -1.94
O 1.19 0.05 -0.32
O -1.20 -0.52 0.19
O 0.05 -1.73 -1.57
S 0.23 -1.31 -0.21
H 1.21 0.56 0.50
H -1.71 -0.28 -0.58

(4)
Entry from the OMol25 dataset: a cluster of 5 separate species, C30H71BrN5O2 in total (ωB97M-V/def2-TZVPD).

Computed properties:
**Charge**: -1
**Lowest unoccupied orbital energy**: 2.015 eV
**HOMO-LUMO gap**: 4.508 eV
**Spin multiplicity**: 1

Geometry (Å):
C 10.22 5.07 2.86
C 9.21 5.33 1.76
O 9.51 5.81 0.69
O 7.94 4.97 2.06
C 7.20 5.98 2.77
C 5.77 5.53 3.05
C 4.93 5.27 1.79
C 4.96 3.80 1.37
N 4.00 3.14 2.23
Br 4.46 1.26 2.28
H 10.45 6.03 3.34
H 11.13 4.67 2.41
H 9.81 4.39 3.61
H 7.71 6.22 3.71
H 7.18 6.89 2.15
H 5.76 4.62 3.65
H 5.34 6.36 3.63
H 5.30 5.91 0.97
H 3.89 5.54 1.98
H 4.73 3.72 0.28
H 5.98 3.39 1.49
C 2.29 1.52 -4.54
C 2.02 1.28 -3.06
N 2.14 2.47 -2.26
C 2.21 2.21 -0.83
C 0.99 1.57 -0.15
C 1.30 3.58 -2.67
C -0.21 3.34 -2.76
H 3.24 2.03 -4.68
H 2.33 0.57 -5.07
H 1.51 2.12 -5.01
H 2.76 0.56 -2.69
H 1.03 0.78 -2.96
H 2.45 3.14 -0.31
H 3.07 1.57 -0.65
H 0.16 2.26 -0.05
H 1.28 1.27 0.86
H 0.65 0.68 -0.68
H 1.64 3.94 -3.64
H 1.49 4.41 -1.98
H -0.44 2.43 -3.33
H -0.70 4.17 -3.28
H -0.68 3.24 -1.78
C -1.20 -2.25 -0.64
C -1.57 -1.07 -1.53
N -2.41 -1.44 -2.66
C -2.49 -0.41 -3.67
C -3.15 0.93 -3.30
C -3.65 -2.11 -2.32
C -4.62 -1.40 -1.36
H -0.78 -3.06 -1.24
H -0.46 -1.94 0.09
H -2.06 -2.63 -0.10
H -0.65 -0.65 -1.95
H -2.01 -0.28 -0.91
H -3.00 -0.82 -4.55
H -1.47 -0.20 -4.00
H -4.24 0.84 -3.21
H -2.95 1.66 -4.08
H -2.76 1.32 -2.36
H -3.40 -3.08 -1.89
H -4.18 -2.34 -3.25
H -4.11 -1.02 -0.47
H -5.38 -2.11 -1.03
H -5.14 -0.57 -1.84
C 3.24 -1.86 8.23
C 2.99 -0.71 7.26
N 2.18 -1.10 6.12
C 2.21 -0.13 5.03
C 1.63 1.26 5.28
C 0.89 -1.67 6.44
C -0.07 -0.84 7.31
H 3.64 -2.73 7.71
H 3.97 -1.55 8.99
H 2.33 -2.15 8.76
H 3.95 -0.37 6.86
H 2.57 0.14 7.81
H 1.71 -0.58 4.17
H 3.25 -0.01 4.72
H 0.54 1.25 5.34
H 1.92 1.91 4.45
H 2.02 1.71 6.19
H 1.05 -2.63 6.95
H 0.40 -1.92 5.50
H 0.43 -0.44 8.20
H -0.90 -1.46 7.65
H -0.49 0.00 6.76
C -8.07 -3.41 -3.17
C -7.79 -4.20 -4.43
N -6.45 -4.74 -4.49
C -6.06 -5.20 -5.81
C -6.82 -6.39 -6.41
C -6.06 -5.59 -3.37
C -6.94 -6.81 -3.06
H -7.30 -2.64 -3.02
H -9.04 -2.91 -3.24
H -8.09 -4.04 -2.28
H -7.91 -3.54 -5.29
H -8.57 -4.98 -4.54
H -4.99 -5.45 -5.78
H -6.15 -4.35 -6.49
H -6.58 -7.33 -5.92
H -6.56 -6.49 -7.47
H -7.90 -6.25 -6.36
H -6.02 -4.96 -2.48
H -5.03 -5.91 -3.54
H -8.00 -6.55 -3.02
H -6.66 -7.21 -2.09
H -6.81 -7.61 -3.79